1.
Molecular formula: C33H69N3O18S3
Method: DFT, ωB97M-V with the def2-TZVPD basis set

SMILES: O=S1(=O)CCCC1.O=S1(=O)CCCC1.O=S1(=O)CCCC1.CCOC(=O)OC.CCOC(=O)OC.CCOC(=O)OC.CNC(C)=O.CNC(C)=O.CNC(C)=O

Bonds (Å) are listed after each position.
Element x y z (Å)
1 C 0.383 -2.642 -2.217  C2 1.507, H6 1.090, H7 1.091, H8 1.088
2 C -0.673 -1.609 -2.513  C1 1.507, O3 1.237, N4 1.341
3 O -1.540 -1.441 -1.647  C2 1.237
4 N -0.690 -0.966 -3.689  C2 1.341, C5 1.451, H9 1.007
5 C -1.743 -0.083 -4.153  N4 1.451, H10 1.093, H11 1.085, H12 1.089
6 H 0.991 -2.249 -1.403  C1 1.090
7 H 1.041 -2.901 -3.048  C1 1.091
8 H -0.094 -3.546 -1.843  C1 1.088
9 H -0.139 -1.401 -4.412  N4 1.007
10 H -2.686 -0.369 -3.681  C5 1.093
11 H -1.830 -0.183 -5.230  C5 1.085
12 H -1.556 0.941 -3.832  C5 1.089
13 C -2.892 2.142 -1.490  C14 1.530, H18 1.084, H19 1.096, H20 1.089
14 C -3.987 1.470 -0.660  C13 1.530, O15 1.225, N16 1.339
15 O -4.887 2.141 -0.170  C14 1.225
16 N -3.893 0.138 -0.560  C14 1.339, C17 1.447, H21 1.012
17 C -4.695 -0.648 0.352  N16 1.447, H22 1.089, H23 1.098, H24 1.087
18 H -2.580 3.124 -1.151  C13 1.084
19 H -3.352 2.210 -2.482  C13 1.096
20 H -2.004 1.520 -1.595  C13 1.089
21 H -3.221 -0.391 -1.100  N16 1.012
22 H -5.408 -0.030 0.896  C17 1.089
23 H -4.037 -0.986 1.163  C17 1.098
24 H -5.211 -1.492 -0.098  C17 1.087
25 C 5.805 0.938 -0.146  C26 1.512, H30 1.092, H31 1.087, H32 1.091
26 C 5.333 -0.008 0.935  C25 1.512, O27 1.225, N28 1.348
27 O 5.748 -1.159 0.995  C26 1.225
28 N 4.434 0.461 1.824  C26 1.348, C29 1.447, H33 1.008
29 C 3.834 -0.295 2.902  N28 1.447, H34 1.089, H35 1.089, H36 1.095
30 H 4.973 1.219 -0.795  C25 1.092
31 H 6.544 0.450 -0.776  C25 1.087
32 H 6.274 1.834 0.260  C25 1.091
33 H 4.072 1.402 1.814  N28 1.008
34 H 3.651 -1.319 2.578  C29 1.089
35 H 2.925 0.196 3.246  C29 1.089
36 H 4.451 -0.321 3.807  C29 1.095
37 C 4.188 -1.333 -4.489  C38 1.515, H44 1.091, H45 1.091, H46 1.090
38 C 3.811 -1.260 -3.022  C37 1.515, O39 1.428, H47 1.090, H48 1.091
39 O 2.639 -0.478 -2.787  C38 1.428, C40 1.323
40 C 2.753 0.840 -2.800  O39 1.323, O41 1.205, O42 1.323
41 O 3.786 1.445 -2.944  C40 1.205
42 O 1.543 1.374 -2.783  C40 1.323, C43 1.419
43 C 1.391 2.747 -3.110  O42 1.419, H49 1.086, H50 1.091, H51 1.090
44 H 3.358 -1.530 -5.169  C37 1.091
45 H 4.880 -2.162 -4.648  C37 1.091
46 H 4.669 -0.410 -4.810  C37 1.090
47 H 4.623 -0.893 -2.394  C38 1.090
48 H 3.566 -2.266 -2.677  C38 1.091
49 H 0.339 2.992 -3.231  C43 1.086
50 H 1.891 2.949 -4.059  C43 1.091
51 H 1.809 3.363 -2.315  C43 1.090
52 C 4.532 -4.096 0.943  C53 1.531, H59 1.092, H60 1.093, H61 1.088
53 C 3.680 -3.355 -0.091  C52 1.531, O54 1.422, H62 1.091, H63 1.087
54 O 2.473 -4.038 -0.403  C53 1.422, C55 1.328
55 C 2.568 -5.097 -1.200  O54 1.328, O56 1.209, O57 1.322
56 O 3.587 -5.491 -1.718  C55 1.209
57 O 1.380 -5.656 -1.351  C55 1.322, C58 1.421
58 C 1.231 -6.771 -2.219  O57 1.421, H64 1.090, H65 1.089, H66 1.087
59 H 3.924 -4.579 1.712  C52 1.092
60 H 5.151 -3.385 1.497  C52 1.093
61 H 5.231 -4.803 0.502  C52 1.088
62 H 4.307 -3.235 -0.976  C53 1.091
63 H 3.437 -2.371 0.302  C53 1.087
64 H 0.866 -6.503 -3.210  C58 1.090
65 H 0.462 -7.400 -1.772  C58 1.089
66 H 2.179 -7.298 -2.296  C58 1.087
67 C -1.187 5.636 1.262  C68 1.531, H74 1.088, H75 1.093, H76 1.091
68 C -0.074 5.533 0.214  C67 1.531, O69 1.441, H77 1.088, H78 1.085
69 O 0.031 6.751 -0.548  C68 1.441, C70 1.323
70 C -0.861 6.899 -1.513  O69 1.323, O71 1.198, O72 1.342
71 O -1.869 6.277 -1.690  C70 1.198
72 O -0.419 7.902 -2.288  C70 1.342, C73 1.409
73 C -1.267 8.406 -3.294  O72 1.409, H79 1.088, H80 1.091, H81 1.093
74 H -2.163 5.532 0.793  C67 1.088
75 H -1.128 6.593 1.787  C67 1.093
76 H -1.052 4.899 2.055  C67 1.091
77 H -0.322 4.752 -0.502  C68 1.088
78 H 0.851 5.302 0.733  C68 1.085
79 H -0.676 8.601 -4.187  C73 1.088
80 H -1.766 9.309 -2.942  C73 1.091
81 H -2.049 7.702 -3.590  C73 1.093
82 C -0.159 -6.287 1.366  C83 1.525, C88 1.526, H89 1.089, H90 1.090
83 C -0.475 -4.804 1.209  C82 1.525, C84 1.534, H91 1.094, H92 1.086
84 C -1.781 -4.470 1.940  C83 1.534, S85 1.857, H93 1.086, H94 1.086
85 S -1.889 -5.717 3.312  C84 1.857, O86 1.436, O87 1.449, C88 1.815
86 O -2.994 -6.587 3.024  S85 1.436
87 O -1.774 -5.080 4.609  S85 1.449
88 C -0.335 -6.540 2.860  C82 1.526, S85 1.815, H95 1.089, H96 1.091
89 H 0.864 -6.451 1.031  C82 1.089
90 H -0.800 -6.950 0.786  C82 1.090
91 H -0.664 -4.672 0.139  C83 1.094
92 H 0.296 -4.094 1.494  C83 1.086
93 H -2.735 -4.559 1.430  C84 1.086
94 H -1.703 -3.531 2.481  C84 1.086
95 H -0.408 -7.560 3.235  C88 1.089
96 H 0.459 -6.004 3.383  C88 1.091
97 C -5.497 4.299 4.122  C98 1.537, C103 1.539, H104 1.092, H105 1.091
98 C -4.842 4.589 2.762  C97 1.537, C99 1.514, H106 1.095, H107 1.088
99 C -4.011 3.391 2.354  C98 1.514, S100 1.813, H108 1.087, H109 1.096
100 S -3.238 2.883 3.913  C99 1.813, O101 1.444, O102 1.453, C103 1.803
101 O -2.160 3.810 4.164  S100 1.444
102 O -2.927 1.465 3.962  S100 1.453
103 C -4.703 3.236 4.904  C97 1.539, S100 1.803, H110 1.088, H111 1.091
104 H -6.514 3.915 4.023  C97 1.092
105 H -5.679 5.192 4.722  C97 1.091
106 H -4.137 5.424 2.817  C98 1.095
107 H -5.586 4.921 2.041  C98 1.088
108 H -3.268 3.442 1.562  C99 1.087
109 H -4.637 2.545 2.051  C99 1.096
110 H -4.509 3.428 5.956  C103 1.088
111 H -5.292 2.318 4.912  C103 1.091
112 C 0.791 -1.032 1.007  C113 1.546, C118 1.529, H119 1.089, H120 1.096
113 C -0.705 -0.975 1.391  C112 1.546, C114 1.522, H121 1.085, H122 1.094
114 C -1.060 0.446 1.804  C113 1.522, S115 1.818, H123 1.090, H124 1.086
115 S 0.212 1.532 1.093  C114 1.818, O116 1.450, O117 1.453, C118 1.804
116 O 1.002 2.068 2.184  S115 1.450
117 O -0.311 2.380 0.035  S115 1.453
118 C 1.104 0.235 0.211  C112 1.529, S115 1.804, H125 1.089, H126 1.090
119 H 1.173 -1.905 0.481  C112 1.089
120 H 1.406 -0.966 1.913  C112 1.096
121 H -0.911 -1.691 2.179  C113 1.085
122 H -1.166 -1.307 0.456  C113 1.094
123 H -0.875 0.590 2.868  C114 1.090
124 H -2.034 0.884 1.603  C114 1.086
125 H 2.149 0.534 0.140  C118 1.089
126 H 0.678 0.117 -0.785  C118 1.090

Here are the Löwdin charges for atoms 1 to 8, given in e: 0.018 -0.508 0.001 0.034 -0.046 0.058 0.089 0.080

---

2.
Molecular formula: C33H69NO11S2
Method: DFT, ωB97M-V with the def2-TZVPD basis set

Bonds (Å) are listed after each position.
Element x y z (Å)
1 C -1.290 -32.531 -17.036  C2 1.453, H4 1.090, H5 1.090, H6 1.090
2 C -0.299 -32.157 -18.029  C1 1.453, N3 1.183
3 N 0.529 -31.833 -18.809  C2 1.183
4 H -1.045 -31.913 -16.172  C1 1.090
5 H -1.303 -33.598 -16.812  C1 1.090
6 H -2.251 -32.142 -17.374  C1 1.090
7 C -6.138 -28.489 -17.055  S8 1.828, H11 1.090, H12 1.090, H13 1.090
8 S -7.735 -28.816 -16.229  C7 1.828, O9 1.556, C10 1.811
9 O -8.607 -29.641 -17.219  S8 1.556
10 C -7.117 -29.980 -14.988  S8 1.811, H14 1.090, H15 1.090, H16 1.090
11 H -5.350 -28.509 -16.301  C7 1.090
12 H -6.199 -27.535 -17.579  C7 1.090
13 H -5.909 -29.142 -17.897  C7 1.090
14 H -6.635 -30.873 -15.387  C10 1.090
15 H -7.894 -30.347 -14.316  C10 1.090
16 H -6.393 -29.465 -14.356  C10 1.090
17 C 1.620 -31.388 -22.490  S18 1.900, H21 1.090, H22 1.090, H23 1.090
18 S 2.163 -29.688 -23.144  C17 1.900, O19 1.520, C20 1.864
19 O 0.989 -29.162 -23.955  S18 1.520
20 C 2.187 -28.755 -21.531  S18 1.864, H24 1.090, H25 1.090, H26 1.090
21 H 0.645 -31.356 -22.004  C17 1.090
22 H 2.301 -31.736 -21.713  C17 1.090
23 H 1.500 -32.099 -23.308  C17 1.090
24 H 3.010 -29.053 -20.881  C20 1.090
25 H 1.254 -28.894 -20.986  C20 1.090
26 H 2.285 -27.678 -21.668  C20 1.090
27 C -3.510 -30.273 -21.201  C28 1.548, H31 1.090, H32 1.090, H33 1.090
28 C -4.849 -31.047 -21.129  C27 1.548, O29 1.233, C30 1.488
29 O -5.469 -31.377 -22.143  C28 1.233
30 C -5.349 -31.296 -19.750  C28 1.488, H34 1.090, H35 1.090, H36 1.090
31 H -3.374 -30.058 -22.261  C27 1.090
32 H -2.645 -30.851 -20.876  C27 1.090
33 H -3.553 -29.366 -20.599  C27 1.090
34 H -6.412 -31.097 -19.615  C30 1.090
35 H -4.736 -30.770 -19.018  C30 1.090
36 H -5.195 -32.362 -19.585  C30 1.090
37 C 4.349 -32.680 -12.018  C38 1.432, H41 1.090, H42 1.090, H43 1.090
38 C 3.289 -31.741 -12.226  C37 1.432, O39 1.200, C40 1.467
39 O 2.480 -31.561 -11.358  C38 1.200
40 C 3.189 -31.024 -13.501  C38 1.467, H44 1.090, H45 1.090, H46 1.090
41 H 4.043 -33.654 -12.399  C37 1.090
42 H 4.464 -32.938 -10.965  C37 1.090
43 H 5.253 -32.415 -12.566  C37 1.090
44 H 2.552 -31.673 -14.101  C40 1.090
45 H 4.147 -30.977 -14.020  C40 1.090
46 H 2.692 -30.056 -13.558  C40 1.090
47 C -1.045 -27.987 -11.130  C48 1.520, H51 1.090, H52 1.090, H53 1.090
48 C -2.559 -27.908 -11.024  C47 1.520, O49 1.218, C50 1.465
49 O -3.080 -27.402 -10.046  C48 1.218
50 C -3.353 -28.418 -12.144  C48 1.465, H54 1.090, H55 1.090, H56 1.090
51 H -0.555 -27.246 -10.498  C47 1.090
52 H -0.866 -27.771 -12.183  C47 1.090
53 H -0.770 -29.028 -10.961  C47 1.090
54 H -2.887 -29.335 -12.503  C50 1.090
55 H -3.426 -27.645 -12.910  C50 1.090
56 H -4.357 -28.621 -11.771  C50 1.090
57 C 3.521 -35.195 -15.253  C58 1.581, H61 1.090, H62 1.090, H63 1.090
58 C 1.953 -35.093 -15.425  C57 1.581, O59 1.219, C60 1.490
59 O 1.393 -34.044 -15.695  C58 1.219
60 C 1.150 -36.322 -15.171  C58 1.490, H64 1.090, H65 1.090, H66 1.090
61 H 3.899 -34.221 -15.564  C57 1.090
62 H 4.052 -36.040 -15.691  C57 1.090
63 H 3.684 -35.309 -14.182  C57 1.090
64 H 1.780 -37.204 -15.282  C60 1.090
65 H 0.381 -36.304 -15.944  C60 1.090
66 H 0.694 -36.312 -14.181  C60 1.090
67 C -2.477 -36.039 -13.644  C68 1.541, H71 1.090, H72 1.090, H73 1.090
68 C -1.942 -35.116 -12.532  C67 1.541, O69 1.238, C70 1.539
69 O -1.410 -35.568 -11.509  C68 1.238
70 C -1.792 -33.631 -12.906  C68 1.539, H74 1.090, H75 1.090, H76 1.090
71 H -2.565 -37.045 -13.236  C67 1.090
72 H -1.826 -36.037 -14.519  C67 1.090
73 H -3.503 -35.744 -13.864  C67 1.090
74 H -1.266 -33.099 -12.113  C70 1.090
75 H -2.762 -33.229 -13.198  C70 1.090
76 H -1.123 -33.643 -13.766  C70 1.090
77 C -3.893 -35.528 -20.063  C78 1.493, H81 1.090, H82 1.090, H83 1.090
78 C -4.177 -35.171 -18.641  C77 1.493, O79 1.251, C80 1.483
79 O -3.793 -34.086 -18.149  C78 1.251
80 C -4.886 -36.146 -17.776  C78 1.483, H84 1.090, H85 1.090, H86 1.090
81 H -4.077 -34.690 -20.735  C77 1.090
82 H -4.499 -36.387 -20.353  C77 1.090
83 H -2.822 -35.719 -20.129  C77 1.090
84 H -4.243 -36.633 -17.043  C80 1.090
85 H -5.299 -37.008 -18.300  C80 1.090
86 H -5.729 -35.669 -17.276  C80 1.090
87 C 4.195 -32.524 -18.690  C88 1.460, H91 1.090, H92 1.090, H93 1.090
88 C 4.415 -31.193 -18.132  C87 1.460, O89 1.214, C90 1.517
89 O 5.535 -30.723 -18.128  C88 1.214
90 C 3.303 -30.415 -17.456  C88 1.517, H94 1.090, H95 1.090, H96 1.090
91 H 4.183 -33.251 -17.878  C87 1.090
92 H 5.014 -32.743 -19.375  C87 1.090
93 H 3.208 -32.633 -19.139  C87 1.090
94 H 2.525 -31.170 -17.340  C90 1.090
95 H 2.968 -29.601 -18.099  C90 1.090
96 H 3.624 -30.042 -16.483  C90 1.090
97 C -2.226 -29.444 -16.226  C98 1.474, H101 1.090, H102 1.090, H103 1.090
98 C -1.689 -28.939 -17.502  C97 1.474, O99 1.232, C100 1.479
99 O -2.199 -29.174 -18.599  C98 1.232
100 C -0.511 -28.048 -17.422  C98 1.479, H104 1.090, H105 1.090, H106 1.090
101 H -2.993 -30.191 -16.433  C97 1.090
102 H -2.615 -28.586 -15.678  C97 1.090
103 H -1.411 -29.849 -15.626  C97 1.090
104 H -0.759 -27.245 -18.115  C100 1.090
105 H 0.409 -28.604 -17.602  C100 1.090
106 H -0.392 -27.582 -16.444  C100 1.090
107 C 0.848 -34.466 -21.109  C108 1.538, H111 1.090, H112 1.090, H113 1.090
108 C 1.847 -35.355 -20.348  C107 1.538, O109 1.266, C110 1.524
109 O 2.888 -35.770 -20.935  C108 1.266
110 C 1.619 -35.608 -18.863  C108 1.524, H114 1.090, H115 1.090, H116 1.090
111 H 0.906 -33.418 -20.814  C107 1.090
112 H -0.133 -34.843 -20.821  C107 1.090
113 H 0.873 -34.646 -22.184  C107 1.090
114 H 0.980 -36.490 -18.821  C110 1.090
115 H 1.031 -34.824 -18.386  C110 1.090
116 H 2.579 -35.677 -18.350  C110 1.090

Here are the Löwdin charges for atoms 1 to 8, given in e: -0.062 -0.227 0.169 0.066 0.080 0.067 -0.253 0.860

---

Calculated calculated total energy (eV), listed in the same order as above: -109172.0528, -81018.3641
Calculated HOMO level (eV), listed in the same order as above: -9.4, -8.9
Calculated maximum force (eV Å⁻¹), listed in the same order as above: 2.38, 4.08